#i
ORCA calculation (ωB97M-V/def2-TZVPD) on a cluster of 2 separate species, C2H3NO2S2 in total.

HOMO-LUMO gap (spin up / spin down): 7.630 / 7.631 eV
LUMO energy (spin up / spin down): -0.88 / -0.87 eV
HOMO level (spin up / spin down): -8.5054 / -8.5055 eV

```
! wB97M-V def2-TZVPD RIJCOSX def2/J DEFGRID3
* xyz 0 1
C -0.8826 0.5378 0.0991
C 1.1207 -0.1365 -0.6129
N -1.6337 -0.6313 0.2478
O -2.1204 -0.8998 -0.8613
O -1.6250 -1.3465 1.2047
S -1.0046 2.0551 0.3648
S 2.2427 0.9514 0.0322
H 0.7892 0.2501 -1.5711
H 0.9585 -1.1209 -0.2128
H 2.1552 0.3405 1.3096
*
```

Atom charges from the natural (NBO) analysis, given in e for atoms 1 to 5:
1 C -0.13
2 C -0.53
3 N 0.42
4 O -0.39
5 O -0.34

---

#ii
ORCA calculation (ωB97M-V/def2-TZVPD) on the molecule C2H3NO2S2.

HOMO-LUMO gap: 9.083 eV
LUMO energy: -0.35 eV
SMILES: O=C(NS)C(O)=S
HOMO level: -9.4308 eV

```
! wB97M-V def2-TZVPD RIJCOSX def2/J DEFGRID3
* xyz 0 1
O -0.2647 -1.9515 -0.9149
C -0.1369 -0.8720 -0.2927
N -0.4602 -0.7245 1.0938
S 0.2174 0.4640 2.1295
C 0.2156 0.3479 -1.0569
O 1.4232 0.2860 -1.5504
S -0.8306 1.5788 -1.2018
H -0.9103 -1.5813 1.5020
H -0.8708 1.2973 2.1970
H 1.6173 1.1553 -1.9056
*
```

Atom charges from the natural (NBO) analysis, given in e for atoms 1 to 5:
1 O -0.54
2 C 0.59
3 N -0.78
4 S 0.21
5 C 0.15

---

#iii
ORCA calculation (ωB97M-V/def2-TZVPD) on a cluster of 2 separate species, C2H3NO2S2 in total.

HOMO-LUMO gap: 8.194 eV
LUMO energy: -1.85 eV
HOMO level: -10.0426 eV

```
! wB97M-V def2-TZVPD RIJCOSX def2/J DEFGRID3
* xyz 0 1
C 0.8573 -0.8371 1.6367
C 0.2904 -0.8259 -0.6484
N 0.2547 -0.4488 0.5418
O 5.6050 1.3299 0.8052
O 2.0762 -0.7563 1.8159
S 4.4955 0.6993 -1.7569
S 5.5697 0.2736 -0.1791
H 0.0078 -1.0223 2.4046
H 0.4230 -1.8376 -1.0157
H 0.0814 -0.1646 -1.4855
*
```

Atom charges from the natural (NBO) analysis, given in e for atoms 1 to 5:
1 C 0.51
2 C 0.05
3 N -0.43
4 O -0.80
5 O -0.58

---

Of the structures shown above, #i is the least stable.